[1]
The following is a DFT calculation (wB97M-V/def2-TZVPD) of a 2-piece molecular cluster, C21H27N2O overall in a non-equilibrium geometry.

```
51
Properties=species:S:1:pos:R:3:forces:R:3
C 0.44783 -3.49152 0.05695 0.561 -0.267 -0.084
C -0.81069 -2.73298 0.03529 -0.743 0.443 1.039
N -1.99325 -3.29024 0.38691 0.614 0.163 -0.361
C -3.03376 -2.36206 0.27730 -0.002 0.781 0.030
C -2.46603 -1.15236 -0.17508 -0.501 -0.451 -0.185
C -3.28609 -0.04294 -0.34993 -0.515 0.040 0.114
C -4.65610 -0.14913 -0.06378 0.438 -0.189 -0.005
C -5.19924 -1.35926 0.41213 0.464 -0.200 -0.025
C -4.38062 -2.48727 0.59076 -0.188 0.202 -0.043
C -1.02283 -1.36657 -0.29890 -0.422 -0.124 -0.200
C -0.05847 -0.40699 -0.63180 0.053 -0.621 -0.917
C -0.24689 0.61503 -1.60894 -0.298 0.607 -0.503
C -1.24255 0.52320 -2.62890 -0.114 0.242 0.189
C -1.53716 1.61500 -3.43392 0.010 -0.597 0.254
C -0.87549 2.83944 -3.25197 0.203 -0.115 0.074
C -1.36877 4.05159 -3.98375 0.113 0.212 -0.046
C 0.23607 2.88623 -2.38917 -0.121 -0.109 -0.123
C 0.57362 1.77913 -1.62459 0.003 -0.200 0.451
H 1.20395 -2.94244 -0.51226 -0.040 -0.251 0.178
H 0.80627 -3.63014 1.08881 -0.106 0.062 -0.259
H 0.31921 -4.48677 -0.39066 0.087 0.265 0.089
H -2.10653 -4.25537 0.68489 0.078 0.316 -0.230
H -2.83724 0.87290 -0.72661 -0.375 -0.034 0.164
H -5.31008 0.71423 -0.21565 0.268 -0.339 0.094
H -6.26315 -1.41204 0.65281 0.386 -0.045 -0.108
H -4.75068 -3.44065 0.96809 -0.144 0.326 -0.085
H 0.89742 -0.44299 -0.11237 0.190 -0.060 -0.184
H -1.78469 -0.41538 -2.76094 0.114 0.313 0.072
H -2.31462 1.52979 -4.19994 0.275 0.040 0.312
H -0.73260 4.91890 -3.78164 -0.153 -0.137 -0.079
H -1.40724 3.88974 -5.07024 0.024 -0.026 0.294
H -2.39053 4.28726 -3.65276 0.246 -0.042 -0.094
H 0.82637 3.80705 -2.32501 -0.230 -0.410 0.000
H 1.45623 1.78722 -0.97886 -0.338 0.132 -0.082
C 3.13410 -1.36547 4.00520 -0.032 0.031 -0.029
C 3.68713 -0.15111 3.27668 0.229 0.313 0.039
C 3.20544 0.13227 1.85920 0.369 -0.190 -0.310
C 3.95713 1.36398 1.35733 0.089 -0.375 0.141
O 3.31485 1.79291 0.17231 0.239 0.611 -0.667
N 1.79066 0.32578 1.64300 -0.835 0.045 0.157
H 3.73212 -1.53458 4.90437 -0.166 -0.066 -0.059
H 2.10082 -1.21162 4.32501 0.002 -0.062 -0.044
H 3.18449 -2.27162 3.39584 0.009 0.039 0.000
H 3.51225 0.75062 3.87713 0.001 -0.119 0.027
H 4.77626 -0.25614 3.19098 -0.076 0.002 0.111
H 3.48719 -0.71763 1.21395 0.248 0.089 0.167
H 3.93417 2.16543 2.11518 0.041 -0.229 -0.133
H 4.99464 1.06432 1.15126 -0.138 0.225 0.149
H 3.81750 2.52651 -0.21361 -0.151 -0.284 0.177
H 1.17401 -0.14409 2.29479 0.205 0.295 0.137
H 1.50559 1.28083 1.44508 0.130 -0.251 0.399
```
Forces are in eV/Å.

## Properties
- 2S+1 = 1
- F_max (Eh/bohr) = 0.026
- charge = +1
- electronic energy (eV) = -27236.6553



[2]
The following is a DFT calculation (wB97M-V/def2-TZVPD) of an isolated ion of composition C21H27N2O2 and charge +1 in a non-equilibrium geometry.

```
52
Properties=species:S:1:pos:R:3:forces:R:3
C -4.15711 -0.32364 -2.97755 1.037 -0.863 0.398
O -3.17185 -1.43353 -2.93742 -0.576 0.421 0.962
C -2.62268 -1.75960 -1.71876 -0.096 0.682 -0.396
C -1.54641 -2.66847 -1.69184 0.415 0.157 -0.344
C -0.79092 -2.78227 -0.53139 0.156 -0.600 -0.206
C -1.08237 -2.02015 0.59497 0.140 -0.326 0.806
C -0.07256 -2.07551 1.71681 2.258 -1.241 -1.835
C 0.12314 -0.80177 2.46290 1.693 0.284 1.366
C 1.11481 -0.95292 3.49757 -0.822 0.548 -0.466
C 1.31397 0.11521 4.39012 0.512 -1.106 -0.917
C 0.79193 1.38680 4.09021 0.137 -0.540 0.228
C -0.01377 1.59701 2.96748 0.815 -1.175 -0.128
C -0.34216 0.49404 2.13513 0.296 0.284 0.297
C -2.19809 -1.16246 0.59866 0.017 -1.145 -0.579
C -3.00828 -1.10122 -0.53026 0.487 0.416 -0.463
H -4.45029 -0.26481 -4.01104 0.008 0.033 -0.303
H -5.03323 -0.55543 -2.37203 0.069 -0.062 0.029
H -3.70196 0.62657 -2.64847 -0.073 -0.467 -0.125
H -1.16068 -3.16344 -2.59895 -0.658 0.309 0.438
H 0.08693 -3.46510 -0.46225 -0.807 0.646 -0.360
H 0.96481 -2.42044 1.35536 -1.594 1.254 -0.551
H 1.78355 -1.89027 3.43784 -1.134 1.584 0.731
H 1.97429 -0.12114 5.22820 -0.080 0.765 -0.181
H 1.15355 2.20230 4.70643 -0.430 0.104 -0.016
H -0.27933 2.61173 2.68482 -0.123 -0.257 0.012
H -0.84129 0.71816 1.17578 0.166 -0.388 0.870
H -2.42729 -0.53435 1.43684 -0.214 -0.082 0.277
H -3.81477 -0.37084 -0.56840 0.153 -0.324 0.148
C 4.18869 -5.35403 0.94381 0.562 0.072 -0.694
N 3.29045 -5.14873 2.07312 -0.857 0.073 0.127
C 3.65215 -5.75941 3.36379 -0.147 0.023 0.245
C 2.04222 -4.67258 1.73457 0.376 0.498 -2.320
C 1.00891 -4.46885 2.82866 1.369 0.593 -0.506
C 0.36295 -5.81993 3.06364 0.898 -0.318 -0.197
C -1.09855 -5.62194 3.14556 -2.531 0.527 0.640
C -1.41098 -4.10974 2.90660 -0.041 0.028 1.029
N -0.08490 -3.36493 2.70978 -1.029 -0.053 3.177
O 1.75206 -4.44204 0.54392 -0.069 -0.020 1.828
H 3.67558 -5.02096 0.02937 0.345 -0.257 0.471
H 5.12658 -4.79039 1.03555 -0.337 0.139 0.302
H 4.50606 -6.39135 0.81997 -0.373 -0.147 0.187
H 3.07773 -5.27799 4.18792 0.590 -0.412 -0.509
H 3.45278 -6.85857 3.38918 0.049 0.764 -0.156
H 4.73659 -5.62183 3.54950 -0.688 0.082 -0.131
H 1.60071 -4.14066 3.67312 -0.195 -0.005 0.467
H 0.67208 -6.53873 2.30875 -0.138 0.115 -0.297
H 0.77495 -6.19537 3.98121 0.010 -0.334 0.544
H -1.74850 -6.28958 2.55501 0.668 0.402 -0.265
H -1.43795 -5.83532 4.16775 0.127 0.058 -0.165
H -2.14337 -3.84533 2.15211 0.338 -0.174 -0.477
H -1.80585 -3.71347 3.85372 -0.063 0.001 -0.426
H 0.08520 -2.91366 3.70027 -0.614 -0.566 -2.567
```
Forces are in eV/Å.

## Properties
- 2S+1 = 1
- F_max (Eh/bohr) = 0.065
- charge = +1
- electronic energy (eV) = -29281.7827



[3]
The following is a DFT calculation (wB97M-V/def2-TZVPD) of C21H27N2O2P2STi as an isolated structure.

```
56
Properties=species:S:1:pos:R:3:forces:R:3
Ti -0.57503 0.54424 -0.45404 -0.413 0.478 0.224
C -1.82741 3.89681 -1.57753 -0.066 0.025 0.003
P -2.27738 2.54225 -0.45960 0.051 0.146 0.065
C -4.08071 2.36335 -0.59558 0.002 0.004 0.002
C -1.92277 3.21056 1.22463 -0.065 0.074 -0.036
C -1.65116 2.15421 2.30269 0.004 -0.019 0.102
P -0.15528 1.14023 1.96760 -0.053 0.103 -0.136
C -0.13875 -0.13526 3.24843 -0.012 -0.010 0.093
C 1.25441 2.22412 2.30229 0.032 0.043 0.050
H -2.36539 4.80868 -1.31463 -0.001 -0.006 0.003
H -2.07803 3.62208 -2.60192 0.008 0.004 -0.005
H -0.75456 4.07989 -1.52071 0.002 -0.001 -0.007
H -4.58130 3.18195 -0.07802 0.003 0.019 -0.024
H -4.43056 1.41556 -0.19043 0.010 0.009 0.046
H -4.35413 2.40122 -1.65032 0.003 -0.040 -0.006
H -2.76130 3.84374 1.52379 0.012 0.007 0.009
H -1.06354 3.87712 1.11442 0.020 -0.019 0.007
H -2.49614 1.46680 2.40558 -0.007 0.000 -0.018
H -1.52931 2.63495 3.27712 -0.015 0.007 -0.009
H -0.15491 0.32063 4.23953 0.003 -0.005 -0.004
H 0.76295 -0.74104 3.15789 0.005 0.007 -0.014
H -1.00405 -0.78946 3.14266 -0.001 0.005 -0.013
H 1.21924 2.59785 3.32666 -0.002 -0.003 -0.004
H 1.25553 3.06551 1.60942 -0.002 -0.002 -0.004
H 2.18620 1.67741 2.15643 -0.009 -0.019 -0.004
O 1.59231 0.15171 -3.38007 -0.031 -0.004 0.033
S 1.60999 0.16299 -1.96011 0.036 0.102 -0.165
O 1.07117 1.42135 -1.29684 0.263 -0.233 -0.121
N 0.55819 -0.80772 -1.24038 -0.028 -0.298 0.007
C 0.15334 -2.15472 -1.29762 0.102 0.139 0.064
C 0.81730 -3.21366 -1.83882 -0.029 -0.096 -0.103
C 0.25693 -4.51223 -1.74524 0.035 0.066 -0.026
C -0.93102 -4.72318 -1.11175 -0.046 0.034 0.033
C -1.63145 -3.63306 -0.52972 -0.005 -0.067 -0.038
C -2.85925 -3.76934 0.14773 -0.026 -0.018 0.026
C -3.46687 -2.66801 0.69722 0.052 0.018 -0.037
C -2.84357 -1.42492 0.57228 -0.019 0.050 0.009
N -1.69537 -1.24132 -0.06617 0.146 -0.398 -0.053
C -1.08395 -2.34406 -0.62465 0.026 -0.086 -0.026
C 3.21991 -0.14326 -1.38084 0.093 -0.010 -0.001
C 3.44674 -0.43789 -0.03908 -0.057 -0.015 0.056
C 4.74264 -0.66144 0.38284 0.040 -0.002 -0.009
C 5.79147 -0.58773 -0.53015 0.001 0.001 -0.002
C 5.55160 -0.29858 -1.86493 -0.020 0.004 0.010
C 4.25564 -0.07510 -2.30678 0.013 -0.001 0.038
H 1.76109 -3.07051 -2.34923 0.006 0.015 0.012
H 0.79091 -5.34097 -2.18856 -0.003 -0.006 0.004
H -1.35559 -5.71556 -1.03992 0.009 -0.005 -0.010
H -3.31218 -4.74952 0.23309 -0.008 0.005 0.000
H -4.40786 -2.74183 1.22209 -0.001 -0.007 0.004
H -3.30144 -0.54287 1.00718 0.001 -0.004 0.011
H 2.62205 -0.51307 0.66020 -0.022 0.005 -0.031
H 4.94420 -0.90132 1.41774 -0.012 0.001 0.003
H 6.80441 -0.76472 -0.19441 -0.002 -0.001 0.001
H 6.37191 -0.24882 -2.56710 -0.002 0.001 -0.004
H 4.05012 0.14594 -3.34435 -0.019 0.002 -0.006
```
Forces are in eV/Å.

## Properties
- 2S+1 = 2
- F_max (Eh/bohr) = 0.013
- charge = +2
- electronic energy (eV) = -81806.6594